C36H90N6NaO16S as an isolated structure. Source: the Open Molecules 2025 dataset; level of theory: ωB97M-V/def2-TZVPD.

ΔE to the lowest compared entry with this formula, charge and spin = 0.0 kJ/mol
HOMO = -5.20 eV
M = 918.20 g mol⁻¹

Structure (ORCA input):
```
! RIJCOSX wB97M-V def2-TZVPD def2/J DEFGRID3
* xyz -1 1
S 0.268 0.784 0.188
Na -2.164 1.969 1.028
O 2.925 5.773 0.454
O -3.470 1.085 -4.634
O -2.604 2.154 3.340
O 0.235 1.348 -1.208
O -0.962 -0.020 0.419
O 4.988 0.412 2.906
O 1.321 -0.137 -4.335
O 2.259 3.212 -4.882
O -3.457 3.861 0.762
O -0.804 -4.224 -1.658
O 0.085 -0.852 4.768
O -5.465 -2.080 -0.887
O 1.507 0.021 0.348
O 0.214 1.960 1.096
O 3.764 -5.184 -0.931
O 1.385 -6.702 2.660
N -2.384 2.334 -1.352
N 2.785 1.078 4.619
N -0.693 -4.725 1.190
N 1.893 3.642 -1.259
N -3.392 -0.197 1.515
N 3.051 -1.578 -1.373
C 5.602 -0.134 1.769
C 1.235 4.908 -0.985
C 1.359 -0.876 -3.139
C -2.399 3.800 -1.381
C -3.264 1.745 -2.351
C 1.706 -7.801 3.445
C 1.508 2.714 -5.970
C -1.676 3.069 3.856
C -5.281 -2.340 -2.254
C 3.982 0.315 4.975
C -4.196 -1.327 1.060
C 0.639 -1.147 3.501
C 0.979 -0.388 5.745
C 2.798 -0.810 -2.588
C -3.594 4.308 -0.581
C 0.168 -6.088 3.012
C 1.499 3.501 -3.734
C -3.126 1.300 -5.966
C 4.469 -0.507 3.818
C 0.085 -4.699 2.415
C 0.030 0.123 -4.740
C -4.562 4.185 1.561
C 2.606 -5.959 -1.012
C -2.263 0.791 3.529
C -3.345 -0.143 2.983
C 3.558 -3.843 -0.459
C 3.650 6.845 0.901
C 2.489 3.604 -2.588
C -0.847 -3.396 0.635
C -2.943 2.052 -3.791
C -4.475 -1.183 -0.410
C 2.897 -3.026 -1.543
C -1.483 -3.392 -0.721
C -1.504 -4.250 -2.862
C 2.212 6.031 -0.727
C 1.602 0.969 5.505
H 2.930 6.151 -1.551
H -1.299 0.495 3.103
H 0.989 -8.632 3.289
H 0.717 4.772 -0.023
H 1.026 -1.925 -3.186
H 1.186 1.681 -5.766
H 3.641 -1.051 3.341
H -0.725 2.978 3.315
H -4.549 3.963 -1.002
H 0.105 0.559 -5.736
H -5.996 -3.113 -2.548
H -2.035 1.282 -6.089
H -3.549 -1.236 -0.998
H 6.017 0.686 1.189
H 0.183 -5.961 4.105
H 1.758 -1.131 5.987
H -2.535 -3.717 -0.703
H 0.378 -0.275 6.653
H 2.922 -3.926 0.437
H -4.316 1.981 -2.142
H 4.412 6.535 1.619
H 1.915 -5.599 -1.787
H 1.640 6.975 -0.664
H -4.757 5.254 1.701
H -3.216 0.660 -2.225
H -4.826 -0.159 -0.626
H -0.592 -0.777 -4.814
H -1.430 1.958 -1.521
H 1.819 -3.222 -1.665
H -0.693 -6.679 2.686
H 2.865 -6.998 -1.216
H -3.593 -2.246 1.204
H 2.881 0.253 -2.351
H -2.248 0.612 4.614
H 1.129 -4.385 2.268
H -1.849 2.110 -3.959
H 0.571 3.295 -6.052
H 3.310 -3.327 -2.516
H 1.673 -7.616 4.531
H 4.834 -0.602 1.149
H 1.802 1.539 6.431
H 2.392 -1.226 -0.650
H -1.448 -2.372 -1.131
H 3.893 -0.253 5.906
H -4.446 3.688 2.525
H 1.430 -1.893 3.629
H -0.446 -4.029 3.089
H -4.319 0.098 3.422
H -3.499 2.276 -6.305
H 1.140 2.919 -1.306
H -1.515 4.207 -0.885
H 2.098 2.757 -6.880
H 0.889 1.592 4.943
H 2.063 -5.957 -0.057
H 4.733 1.095 5.163
H 3.005 7.577 1.411
H -3.559 0.507 -6.569
H 3.137 2.724 -2.667
H 0.994 4.474 -3.878
H 3.482 -1.168 -3.363
H 1.014 -0.253 2.998
H 2.679 -8.216 3.190
H 6.399 -0.838 2.044
H 0.058 -2.765 0.617
H -1.652 -3.239 -3.255
H -2.436 -0.398 1.204
H -3.623 5.407 -0.581
H 4.210 7.383 0.119
H -2.488 -4.735 -2.779
H -4.306 -2.804 -2.464
H 3.217 4.402 -2.763
H 4.556 -3.498 -0.212
H 0.415 5.219 -1.656
H -5.475 3.728 1.143
H 0.708 2.761 -3.560
H -1.490 2.960 4.932
H 0.714 -0.382 -2.400
H -0.510 0.780 -4.046
H -5.412 -1.446 -2.872
H -2.072 4.074 3.709
H -0.922 -4.826 -3.583
H -3.106 -1.152 3.372
H -3.224 3.065 -4.132
H 5.212 -1.272 4.107
H -1.534 -2.829 1.279
H -0.113 -1.553 2.824
H -0.244 -5.307 0.486
H -5.073 -1.537 1.677
H -2.396 4.159 -2.417
H 2.966 2.054 4.467
*
```